Entry 1:
One molecule with the formula CHINO2P in a non-equilibrium geometry. Source: the Open Molecules 2025 dataset; level of theory: the ωB97M-V functional and the def2-TZVPD basis.

Properties
Relative energy (zero: lowest compared OMol25 entry of this formula, charge and spin)   90.4 kcal/mol
E   -882.86269 Ha
Charge   0
Kohn-Sham gap   7.243 eV
E_HOMO   -8.86 eV

```
7
Properties=species:S:1:pos:R:3:forces:R:3
C -0.387279 0.521847 -0.057028 0.4 -0.5 -5.3
N -0.158814 1.339474 0.764253 0.8 2.2 4.7
O -0.116205 1.660200 1.919591 -0.1 0.2 -0.3
O 1.399725 -1.490700 -1.519405 0.3 0.1 -0.7
P 1.112074 -1.195508 -0.131266 -0.6 -0.1 0.8
I -1.434855 -1.711816 0.129643 -0.4 -1.0 0.3
H -0.414646 0.876502 -1.105788 -0.5 -1.0 0.5
```
Positions in Å, forces in eV/Å.

Entry 2:
A 2-piece molecular cluster, CHINOS overall in a non-equilibrium geometry. Source: the Open Molecules 2025 dataset; level of theory: the ωB97M-V functional and the def2-TZVPD basis.

Properties
Relative energy (zero: lowest compared OMol25 entry of this formula, charge and spin)   27.1 kcal/mol
E   -864.61132 Ha
Charge   -1
Kohn-Sham gap   5.859 eV
E_HOMO   -2.88 eV

```
6
Properties=species:S:1:pos:R:3:forces:R:3
C 1.709209 0.727994 -1.159820 0.8 2.3 0.6
N 0.611544 0.583806 -0.791578 -1.0 -0.6 0.3
O 2.710229 1.320468 -1.321679 2.8 0.1 -1.0
S -0.596393 -0.500711 -0.801951 -2.6 -1.8 0.4
I -2.851223 -1.261384 2.424941 -1.7 -0.6 1.2
H -1.583366 -0.870173 1.650086 1.7 0.6 -1.4
```
Positions in Å, forces in eV/Å.

Entry 3:
A 2-piece molecular cluster, CHIS overall in a non-equilibrium geometry. Source: the Open Molecules 2025 dataset; level of theory: the ωB97M-V functional and the def2-TZVPD basis.

Properties
Relative energy (zero: lowest compared OMol25 entry of this formula, charge and spin)   4.3 kcal/mol
E   -734.48848 Ha
Charge   0
Kohn-Sham gap   9.714 eV
E_HOMO   -9.86 eV

```
4
Properties=species:S:1:pos:R:3:forces:R:3
C -0.604440 -0.565811 -1.146670 -0.5 -0.7 0.6
S -0.016342 0.383344 -2.155433 0.4 0.7 -0.8
I 1.021777 0.100824 1.855557 3.3 0.1 1.1
H -0.400995 0.081643 1.446547 -3.3 -0.1 -0.9
```
Positions in Å, forces in eV/Å.

Entry 4:
CHLi2O3 as an isolated structure in a non-equilibrium geometry. Source: the Open Molecules 2025 dataset; level of theory: the ωB97M-V functional and the def2-TZVPD basis.

Properties
Relative energy (zero: lowest compared OMol25 entry of this formula, charge and spin)   0.0 kcal/mol
E   -279.23324 Ha
Charge   +1
Kohn-Sham gap   9.503 eV
E_HOMO   -13.94 eV

```
7
Properties=species:S:1:pos:R:3:forces:R:3
O 1.192075 1.080675 -0.031215 -1.8 -0.4 0.4
C -0.043246 1.069200 0.155661 3.9 1.1 -1.3
H -0.703430 1.858416 0.050138 -0.9 2.3 0.7
O -0.128574 -0.999402 -0.142425 5.6 -10.4 -2.3
O -0.736258 0.009850 0.156535 -6.6 7.0 2.5
Li -1.286069 -2.288856 0.238951 -0.2 -0.2 0.0
Li 1.705505 -0.729883 -0.427644 0.0 0.5 0.1
```
Positions in Å, forces in eV/Å.

Q: What is the E_HOMO in the fourth record?
A: -13.94 eV